# C54H75AsNO7P2RbSSi2

C54H75AsNO7P2RbSSi2 as an isolated structure (wB97M-V/def2-TZVPD, the Open Molecules 2025 dataset).

Max |F| (eV/Å): 0.663
HOMO energy (eV): -1.37
ΔE to the lowest compared entry with this formula, charge and spin (kJ/mol): 0.00
LUMO level (eV): 3.4
Spin multiplicity: 1
Net charge: -2
Gap between HOMO and LUMO (eV): 4.78

Each line ends with the Mulliken charge.
Element x y z (Å)
H 1.2931 0.0867 -3.4262  -0.54
C 4.9700 1.9236 2.3773  -0.22
H -3.4479 -3.7616 1.0282  0.38
N -4.2063 -2.0352 1.9584  1.44
C 0.5315 4.5847 -0.2918  0.06
C 0.5050 4.0834 -1.7500  -0.08
H -0.6319 -2.6355 6.3356  0.41
Si 3.4735 0.4471 -5.3005  0.38
H -5.5520 0.9812 -5.0340  0.38
H 1.0824 -3.2765 2.5881  0.50
H 5.9919 2.1687 2.6687  0.41
O 2.6095 4.9164 0.8355  -0.92
H 5.6275 1.2886 5.4706  0.40
H 0.5019 -2.5682 -3.4460  0.39
C -1.4312 3.4499 -1.0872  0.16
C -1.1160 -1.7146 3.1045  1.55
C -0.8862 4.1085 0.1882  0.73
C -5.6465 0.6183 -1.6689  -0.27
C -1.8055 4.5410 -2.1056  -0.84
O 1.7776 -2.1175 -0.4278  0.62
O -1.3981 2.0607 1.3213  0.00
H -3.5215 -2.1607 4.4816  0.19
H 2.6999 -1.4576 -6.7949  0.35
C 3.8745 0.7265 -3.5873  0.57
C -5.4304 -2.4185 5.4184  -0.98
H 4.9334 1.5952 1.3429  -0.35
C -6.4862 -2.2877 2.8649  -0.38
H -6.3404 0.6776 -0.8374  0.34
H -0.2719 4.7970 -3.6574  0.29
H 5.4957 -1.2212 2.2136  0.25
H -6.9232 -2.2526 1.8767  0.47
C 3.0040 -1.3527 -5.7469  -0.86
H 3.8524 -2.0220 -5.5692  0.26
C -4.3561 1.3670 1.2463  0.28
H -1.0821 1.2972 4.6433  0.56
H 3.7563 -1.5421 -0.1943  -0.69
O -0.2001 -0.9459 -2.3773  0.03
C -0.9369 -4.9067 0.4255  -0.59
H -0.2031 6.0463 -2.4045  0.40
H 4.0224 2.0721 5.4135  0.34
H 0.5872 5.6728 -0.2680  0.36
C -5.0780 3.6583 1.5131  -0.75
H 5.0037 -2.0977 -2.2666  0.25
C -4.6672 -1.4241 0.7211  -1.68
P -3.5914 0.0401 0.2435  2.36
H -4.5586 2.7806 -0.3625  0.26
C -0.9247 -2.5389 4.2188  -0.26
H 2.3823 -3.0971 -2.1497  0.41
H 6.4212 -0.7376 3.6596  0.43
O -0.2678 2.8646 -1.7013  0.30
C -5.2020 0.7985 -4.0250  -0.68
P -1.4644 -2.3361 1.4130  1.64
C -5.1013 -2.2070 3.0295  -0.23
H 4.9951 1.9848 -0.8875  0.41
H 3.4316 -3.2816 0.0137  0.32
C -5.1934 3.4777 2.8841  -0.68
C -1.1866 -0.3401 3.2885  -0.25
C 0.7156 -4.0610 1.9365  -0.95
H -0.8787 -3.6158 4.1003  0.39
O -0.6798 3.8073 2.5366  -0.86
H 6.7164 -1.6888 -2.0448  0.30
H 1.5704 2.0523 -5.0144  -0.13
H -1.3353 0.3627 2.4660  -0.31
C -0.8585 -0.6050 5.6547  -0.84
H -2.3894 4.1134 -2.9242  0.31
H 2.4504 -1.3234 -2.2381  -0.69
H -1.4741 4.9956 0.4396  0.29
C 7.0033 1.0586 -3.5153  -1.21
C 5.8308 -1.5047 -2.6646  -1.04
H 1.4817 3.8703 -2.1784  0.61
H -4.6375 -2.1447 -0.1083  0.22
H -5.4948 4.3013 3.5194  0.33
C 5.4310 -0.9818 3.2741  -1.06
H -7.1457 1.0452 -3.1414  0.39
H 5.6779 0.0613 -6.4382  0.27
C 4.5636 1.1360 5.2881  -1.16
H -7.4650 -2.5930 6.1026  0.38
H -0.0840 -0.4893 -4.4018  0.33
S 2.2502 0.1639 3.1147  -0.36
H -4.1637 0.2662 3.0849  0.00
C -0.9669 3.2474 1.4721  -0.68
H 6.0470 -1.8814 -3.6707  0.33
H -0.1384 -2.8812 -1.8119  -0.04
C -4.8827 2.2443 3.4365  -0.81
H -0.7402 -0.1794 6.6443  0.40
H 2.1785 -1.6999 -5.1170  0.06
H -2.3873 5.3452 -1.6523  0.43
H -1.8677 -4.7934 -0.1195  0.34
H 6.4120 0.9720 -0.5375  0.29
H -3.1564 0.5154 -4.6140  0.54
H -8.3947 -2.4777 3.8049  0.38
H -0.5005 -6.7926 -0.4943  0.37
H 1.6740 -7.0521 0.6604  0.35
C -3.1632 -3.0442 1.8129  -1.80
H 4.1587 0.3969 5.9773  0.32
H -5.2885 4.6254 1.0723  0.38
H -5.0024 -2.4478 6.4135  0.40
C -7.3243 -2.4220 3.9643  -0.73
Rb 0.4652 0.6824 0.1136  -0.32
C -0.5218 -3.9091 1.3093  0.52
H 2.2919 2.2438 -6.6122  0.36
H 7.8960 0.7899 -2.9384  0.28
C -4.2976 0.3578 -1.4213  -0.01
C -1.0549 0.2176 4.5602  -0.75
O 1.9467 2.8077 0.4256  -0.17
C 1.8702 -2.1716 -1.8462  0.76
As 4.2409 0.5313 3.4791  0.54
C -3.8609 0.5374 -3.7914  -0.46
C 4.8643 0.7843 -6.5638  -1.27
C -6.8082 -2.4933 5.2478  -0.55
H 5.0120 -1.8311 3.8106  0.32
C -4.5888 -2.2688 4.3315  0.66
C -0.7918 -1.9877 5.4811  -1.02
C -4.4577 1.2024 2.6266  -0.03
H 2.9015 -2.1050 1.2585  -0.04
H 6.9517 2.1492 -3.5771  0.29
C -4.6660 2.6122 0.7020  -0.62
C -0.4046 4.9911 -2.5915  -1.06
C -0.1594 -6.0338 0.1997  -0.78
C -6.0978 0.8356 -2.9612  -0.71
H -5.6939 -1.0830 0.8295  0.38
H -2.1768 2.6771 -0.9187  -0.34
C 1.9912 1.5063 -5.8624  -0.89
C 5.4020 0.9725 -0.9621  -0.61
H 5.2803 1.7832 -6.4073  0.31
C 1.4957 -5.1836 1.7085  -0.70
C 0.4634 -2.1946 -2.4136  -0.97
C 1.0602 -6.1789 0.8444  -0.61
H -0.2833 0.8841 -3.2678  -0.21
H 3.2443 1.4696 -3.0841  -0.05
H -3.0872 -3.5952 2.7490  0.61
H 4.5130 0.7123 -7.5992  0.31
C 1.8094 4.0575 0.4223  -0.54
C 3.0351 -2.2714 0.1906  0.11
C 0.2105 -0.0736 -3.4295  0.50
H 7.1302 0.6743 -4.5328  0.22
Si 5.4025 0.3550 -2.7461  -0.01
H -2.3647 0.1022 -2.3113  0.33
H -4.9381 2.0967 4.5083  0.43
H 4.3116 2.7895 2.4688  0.35
H 2.4589 -5.2718 2.1969  0.42
H 1.1957 0.8962 -6.3020  0.34
H 4.7638 0.3389 -0.3386  -0.39
C -3.4114 0.3149 -2.4948  -0.30

Atomic forces in eV per Å
-0.008 0.009 -0.002
-0.093 0.086 0.072
0.012 0.026 -0.012
-0.022 -0.040 -0.015
0.024 -0.108 0.019
0.048 -0.037 -0.067
0.001 0.002 0.004
-0.016 -0.051 -0.035
0.000 -0.003 0.000
0.009 -0.003 0.004
0.004 -0.026 0.022
0.003 -0.028 0.031
0.003 -0.003 -0.024
-0.013 0.014 -0.008
0.012 0.128 0.029
-0.068 -0.130 -0.046
0.090 0.103 0.046
-0.006 -0.009 -0.010
-0.063 -0.101 -0.066
-0.023 0.070 -0.074
-0.180 0.212 0.127
0.022 0.002 0.003
0.023 -0.008 -0.006
-0.111 0.064 0.051
0.001 0.004 0.017
0.008 0.036 0.018
-0.004 0.004 0.016
-0.006 0.001 -0.010
0.003 -0.013 0.007
0.001 0.001 -0.009
0.016 -0.005 -0.011
-0.037 -0.023 0.027
-0.007 0.005 0.007
-0.029 -0.003 -0.056
-0.005 0.022 0.038
-0.002 -0.014 0.003
0.044 0.057 -0.026
-0.029 0.023 0.011
0.001 0.001 -0.011
0.001 0.002 0.001
0.019 -0.001 -0.027
-0.003 0.004 0.029
-0.022 0.015 0.015
0.003 0.035 -0.017
0.184 0.100 0.066
0.002 -0.001 -0.004
0.001 0.015 -0.008
0.012 -0.016 0.019
0.004 -0.004 -0.020
-0.045 0.213 0.147
0.001 -0.006 0.009
0.033 -0.053 0.111
-0.035 0.024 -0.014
0.012 -0.008 -0.049
0.010 0.011 0.002
0.000 -0.006 -0.024
0.006 0.288 -0.020
-0.020 0.047 -0.015
0.000 -0.013 -0.016
-0.008 -0.017 -0.032
0.006 -0.008 -0.022
-0.010 -0.002 -0.014
-0.009 -0.083 0.024
0.004 -0.017 -0.020
-0.005 0.013 0.000
0.050 0.004 -0.006
-0.035 0.000 -0.068
0.018 0.012 -0.015
0.049 -0.027 -0.008
0.012 -0.009 0.019
-0.008 0.015 -0.012
0.000 0.000 0.001
-0.020 -0.043 -0.028
0.000 0.000 0.003
0.005 0.037 -0.003
-0.053 -0.061 0.065
-0.002 0.000 -0.003
-0.001 -0.004 0.008
-0.345 -0.463 0.171
0.002 0.017 -0.018
-0.114 -0.044 0.079
-0.011 -0.008 0.007
0.003 -0.002 -0.017
0.004 0.000 -0.005
0.000 0.001 -0.002
0.010 0.002 -0.021
0.006 -0.001 0.013
0.005 -0.012 0.004
-0.016 -0.031 0.026
0.003 -0.004 0.006
0.001 -0.001 0.007
-0.007 0.005 -0.001
0.003 0.002 0.003
0.010 0.010 -0.059
0.018 0.005 0.020
0.000 -0.002 -0.001
-0.003 -0.002 -0.005
-0.001 -0.004 -0.007
0.342 -0.516 -0.239
-0.011 0.020 0.096
0.010 0.005 0.007
-0.008 -0.019 0.005
-0.032 -0.039 0.041
-0.001 -0.094 -0.080
0.206 0.097 0.117
-0.173 -0.037 0.025
0.221 0.451 -0.192
0.001 0.005 -0.027
0.040 0.007 0.006
0.015 0.000 -0.004
0.009 0.002 0.016
0.013 -0.013 -0.009
-0.001 0.037 0.021
-0.012 -0.021 0.058
-0.012 0.004 -0.003
-0.011 -0.008 -0.010
0.003 0.000 -0.003
-0.013 0.015 -0.019
-0.004 0.005 -0.004
0.009 -0.006 0.006
-0.009 -0.004 0.009
0.001 0.012 0.044
-0.027 0.015 0.009
-0.031 -0.008 0.028
0.007 -0.013 -0.013
0.016 -0.025 -0.010
0.056 -0.011 0.035
0.003 -0.003 0.003
0.010 0.002 0.010
0.130 -0.072 -0.061
0.024 -0.049 -0.016
-0.026 -0.027 0.003
-0.126 0.067 -0.032
0.039 0.033 -0.064
-0.004 -0.052 0.079
0.010 0.042 0.018
0.020 -0.015 -0.081
0.018 -0.004 0.005
0.000 -0.002 -0.001
-0.004 0.008 -0.063
-0.002 0.002 0.002
-0.002 0.011 -0.007
0.012 -0.003 -0.024
-0.025 0.015 -0.025